Run P
A cluster of 8 separate species, H16O8 in total, computed with ωB97M-V/def2-TZVPD.

Geometry as ORCA input:
```
! RIJCOSX wB97M-V def2-TZVPD def2/J DEFGRID3
* xyz 0 1
O 0.94 2.54 1.53
H 0.16 2.48 2.11
H 0.59 2.33 0.65
O -1.07 -2.99 0.30
H -0.94 -2.01 0.28
H -1.69 -3.15 1.02
O -0.89 2.26 -0.88
H -0.78 2.40 -1.83
H -1.61 2.85 -0.63
O 0.70 -0.20 -3.72
H 1.34 -0.37 -3.02
H 1.18 -0.35 -4.54
O 1.78 -1.84 -1.55
H 1.45 -2.39 -2.28
H 2.25 -2.46 -0.98
O -1.93 1.04 2.94
H -2.05 0.57 2.11
H -2.45 1.85 2.85
O 1.10 -0.83 2.63
H 0.53 -0.88 1.85
H 1.79 -0.20 2.38
O -0.22 -0.38 -0.06
H 0.30 -0.78 -0.78
H -0.47 0.50 -0.38
*
```

Summary:
Molecular weight (g/mol): 144.120
SMILES string: O.O.O.O.O.O.O.O
Orbital gap (eV): 10.319
Lowest unoccupied orbital energy (eV): -0.05



Run Q
A cluster of 8 separate species, H16O8 in total, computed with ωB97M-V/def2-TZVPD.

Geometry as ORCA input:
```
! RIJCOSX wB97M-V def2-TZVPD def2/J DEFGRID3
* xyz 0 1
O 0.99 -1.28 0.36
H 1.25 -1.76 1.15
H 1.01 -0.35 0.63
O 0.19 2.97 -2.67
H -0.26 2.53 -1.94
H -0.33 3.77 -2.82
O -1.91 1.84 0.69
H -0.95 1.80 0.63
H -2.14 2.65 0.22
O 3.64 -4.00 1.00
H 2.79 -4.34 1.31
H 3.70 -4.32 0.09
O -1.59 0.21 3.56
H -2.07 0.62 4.29
H -1.34 0.95 3.00
O -0.05 -3.51 -0.29
H -0.56 -2.97 -0.91
H 0.57 -3.99 -0.86
O 1.63 4.27 0.64
H 1.27 5.01 0.14
H 1.65 3.54 0.01
O -2.11 -1.31 -2.68
H -2.53 -0.46 -2.52
H -2.82 -1.86 -3.03
*
```

Summary:
Molecular weight (g/mol): 144.120
SMILES string: O.O.O.O.O.O.O.O
Orbital gap (eV): 10.318
Lowest unoccupied orbital energy (eV): -0.27



Run R
A cluster of 8 separate species, H16O8 in total, computed with ωB97M-V/def2-TZVPD.

Geometry as ORCA input:
```
! RIJCOSX wB97M-V def2-TZVPD def2/J DEFGRID3
* xyz 0 1
O 0.10 0.53 -0.05
H 0.97 0.53 0.47
H -0.56 0.88 0.54
O -1.77 -2.30 -2.45
H -2.34 -2.23 -1.66
H -1.62 -3.23 -2.46
O -4.76 3.46 0.83
H -4.27 2.69 0.39
H -5.48 3.70 0.28
O 2.65 4.00 -0.93
H 2.35 4.26 -1.78
H 2.13 4.44 -0.18
O 3.26 -1.04 -1.69
H 4.16 -1.19 -1.43
H 3.39 -0.63 -2.59
O -0.32 -2.31 2.61
H 0.24 -2.88 2.22
H -0.59 -2.81 3.39
O 4.64 -0.26 1.31
H 3.87 -0.58 1.73
H 5.28 -0.48 2.01
O -3.69 -1.55 -0.58
H -3.14 -1.44 0.23
H -4.51 -1.58 -0.20
*
```

Summary:
Molecular weight (g/mol): 144.120
SMILES string: O.O.O.O.O.O.O.O
Orbital gap (eV): 10.718
Lowest unoccupied orbital energy (eV): 0.25



Run S
A cluster of 9 separate species, H16O8 in total, computed with ωB97M-V/def2-TZVPD.

Geometry as ORCA input:
```
! RIJCOSX wB97M-V def2-TZVPD def2/J DEFGRID3
* xyz 0 1
O 2.63 0.48 -1.89
H 2.84 1.19 -1.29
H 1.67 0.37 -1.88
O 0.19 -2.13 -0.37
H -0.49 -2.54 0.18
H -0.28 -1.38 -1.58
O -3.15 -0.20 -0.41
H -2.02 0.76 0.78
H -2.87 -0.11 0.51
O 1.82 -0.83 0.86
H 1.09 -1.43 0.41
H 2.35 -0.52 0.12
O -0.77 -0.75 -2.19
H -2.36 -0.22 -0.99
H -0.54 -0.77 -3.12
O 0.02 1.46 -0.97
H -0.91 1.34 -0.78
H 0.46 1.41 -0.10
O 1.28 1.64 1.76
H 0.77 1.36 2.52
H 1.48 0.76 1.43
O -0.86 0.11 2.75
H -1.35 0.65 2.09
H -1.01 -0.66 2.17
*
```

Summary:
Molecular weight (g/mol): 144.120
Orbital gap (eV): 3.795
Lowest unoccupied orbital energy (eV): -6.40



Best to worst by energy: run P, run Q, run R, run S.



Run P
A cluster of 8 separate species, H16O8 in total, computed with ωB97M-V/def2-TZVPD.

Geometry as ORCA input:
```
! RIJCOSX wB97M-V def2-TZVPD def2/J DEFGRID3
* xyz 0 1
O 21.02 20.00 -1.46
H 21.15 20.20 -0.55
H 20.30 20.49 -1.82
O 17.80 19.30 -3.92
H 16.95 19.14 -4.27
H 17.69 19.52 -3.00
O 22.14 15.22 -3.36
H 22.12 14.71 -4.11
H 21.80 16.11 -3.50
O 20.41 18.55 -4.15
H 20.80 19.32 -3.76
H 19.49 18.66 -4.24
O 18.55 21.94 -5.03
H 18.53 22.23 -5.93
H 18.85 21.05 -5.09
O 21.26 17.16 -6.63
H 22.09 16.68 -6.53
H 21.02 17.59 -5.80
O 18.94 15.69 -4.56
H 18.86 15.84 -3.62
H 18.24 16.06 -5.05
O 20.67 17.05 -1.67
H 20.54 17.44 -2.53
H 19.79 16.68 -1.48
*
```

Summary:
Molecular weight (g/mol): 144.120
SMILES string: O.O.O.O.O.O.O.O
Orbital gap (eV): 10.330
Lowest unoccupied orbital energy (eV): -0.25



Run Q
A cluster of 8 separate species, H16O8 in total, computed with ωB97M-V/def2-TZVPD.

Geometry as ORCA input:
```
! RIJCOSX wB97M-V def2-TZVPD def2/J DEFGRID3
* xyz 0 1
O -1.58 0.44 -2.08
H -1.84 -0.28 -2.67
H -1.38 1.19 -2.66
O 3.27 -0.79 -0.54
H 3.90 -1.50 -0.65
H 2.46 -1.21 -0.21
O -4.44 0.75 -1.59
H -4.82 1.63 -1.72
H -3.50 0.85 -1.78
O 1.19 -2.94 -0.13
H 1.71 -3.74 0.02
H 0.69 -3.12 -0.94
O -0.38 0.44 0.41
H -0.79 0.46 -0.49
H -0.27 -0.50 0.61
O 1.49 -2.30 2.78
H 2.45 -2.18 2.85
H 1.33 -2.49 1.84
O 1.43 1.96 1.87
H 0.91 1.27 1.40
H 1.00 2.06 2.72
O -1.27 3.56 0.28
H -1.20 2.60 0.24
H -0.36 3.85 0.46
*
```

Summary:
Molecular weight (g/mol): 144.120
SMILES string: O.O.O.O.O.O.O.O
Orbital gap (eV): 10.102
Lowest unoccupied orbital energy (eV): -0.40



Run R
A cluster of 8 separate species, H16O8 in total, computed with ωB97M-V/def2-TZVPD.

Geometry as ORCA input:
```
! RIJCOSX wB97M-V def2-TZVPD def2/J DEFGRID3
* xyz 0 1
O 6.12 16.48 20.25
H 6.35 15.85 20.93
H 5.21 16.70 20.42
O 1.46 16.07 23.70
H 1.52 15.87 22.77
H 1.23 17.00 23.74
O -0.78 18.86 18.00
H -0.98 18.33 18.78
H -0.34 18.25 17.41
O 3.90 18.06 20.50
H 3.72 18.85 21.01
H 4.01 18.38 19.60
O 1.50 16.76 20.69
H 0.89 17.49 20.77
H 2.35 17.17 20.53
O -1.94 17.81 20.41
H -2.73 18.29 20.67
H -1.90 17.07 21.01
O 1.12 14.89 18.58
H 1.24 15.58 19.23
H 1.63 14.15 18.91
O 0.41 19.47 20.81
H -0.34 18.98 20.47
H 0.12 20.38 20.81
*
```

Summary:
Molecular weight (g/mol): 144.120
SMILES string: O.O.O.O.O.O.O.O
Orbital gap (eV): 10.889
Lowest unoccupied orbital energy (eV): -0.04



Best to worst by energy: run R, run Q, run P.